Density functional theory data (ωB97M-V/def2-TZVPD) for a single C8H14N2S molecule in a non-equilibrium geometry.

Structure (ORCA input):
```
! wB97M-V def2-TZVPD RIJCOSX def2/J DEFGRID3
* xyz 0 1
S -2.6180 -0.0052 0.4611
N -1.0990 3.6839 0.4052
N -0.3447 1.2997 -1.8966
C 0.8274 0.7750 0.1177
C 1.3505 -0.4479 -0.7925
C -0.6742 2.7171 -0.0427
C -1.1356 -0.7544 1.2060
C 1.9980 1.5695 0.5990
C -0.1257 1.5833 -0.7141
C 0.0324 0.2435 1.4073
C -2.6056 -1.1296 -0.9890
H 1.4944 -1.3823 -0.2891
H 2.3765 -0.1593 -0.9474
H -2.7860 -2.1482 -0.5400
H -0.2566 1.0999 1.9329
H -1.5550 -0.9790 2.2633
H -1.0485 1.8705 -2.4889
H -0.8759 -1.6402 0.5295
H 0.7710 -0.5333 -1.6308
H -1.5707 -1.3292 -1.3214
H 2.7694 1.0017 1.2756
H 1.7530 2.3183 1.2709
H 0.7676 -0.4152 2.1119
H 2.4945 1.8644 -0.2417
H -3.3363 -0.8327 -1.7466
*
```

Its gap between HOMO and LUMO is 8.94 eV. As for the LUMO energy: 0.45 eV. The relative energy (zero: lowest compared OMol25 entry of this formula, charge and spin) is 2.829 eV. As for the SMILES: [H]/N=C(\C#N)C(C)(C)CCSC.

Density functional theory data (ωB97M-V/def2-TZVPD) for a molecular structure, C45H47IrN11O2P2S.

Structure (ORCA input):
```
! wB97M-V def2-TZVPD RIJCOSX def2/J DEFGRID3
* xyz 4 6
Ir 0.1529 0.6789 0.3657
S 1.4302 0.7264 -4.7069
P -0.1412 -3.1864 -0.8690
P -1.7503 -0.6341 -0.4737
O 2.7126 6.7493 -4.0888
O 0.9027 4.0694 -3.7868
N -0.4964 0.6104 4.8601
N 4.1009 -0.8572 -1.1860
N 2.7721 3.2639 3.1640
N 1.0841 1.8421 3.7416
N 1.6149 2.1334 1.4790
N -1.5373 -2.3493 -0.6217
N -0.5299 2.7689 -0.3157
N 2.2718 -0.3291 -0.0055
N 0.5745 6.2843 -3.3989
N 0.8989 0.6043 -2.2007
N -0.3849 0.4730 2.5171
C 0.4711 4.9838 -3.0991
C 2.5496 -0.0371 -3.7232
C -2.9924 1.0736 -2.2212
C 0.0341 0.9415 3.6713
C -1.4050 -4.8523 -2.6141
C -2.4745 -0.4113 -4.5136
C -1.8874 4.7236 -0.0920
C 1.8320 2.4075 2.7164
C 5.5995 -1.3959 0.7733
C 2.2011 -3.5356 0.4757
C 2.9604 -3.7544 1.6148
C -5.7060 -0.3171 1.8297
C -1.7423 -6.0927 -3.1150
C -4.3896 -1.3192 0.0883
C 5.5374 -1.4115 2.1611
C 0.4350 1.0342 -3.3347
C -3.4147 0.3399 1.5318
C 1.0310 -3.2974 2.9956
C -0.5328 -4.7648 -1.5121
C 2.8204 -0.4258 -1.2553
C -1.5029 3.4569 0.3042
C 0.0388 -5.9215 -0.9611
C 4.3488 -1.0785 2.8995
C 4.4362 -1.0219 0.1395
C 0.0936 3.3720 -1.3227
C -3.1588 0.7921 -4.6056
C -1.1923 -7.2400 -2.5475
C 2.1188 -0.0069 -2.4075
C 0.8453 -3.2197 0.6046
C -3.2834 -0.5555 0.4748
C 1.3707 6.7477 -4.5181
C -4.6250 0.4630 2.2050
C -3.4170 1.5350 -3.4574
C 3.2351 -0.6657 0.8462
C -0.3060 -7.1562 -1.4801
C -0.2568 4.6156 -1.8245
C -5.5883 -1.2086 0.7682
C -2.2972 -0.1344 -2.1244
C 0.1001 0.9930 6.1418
C 0.2574 -3.0861 1.8647
C 3.2010 -0.7182 2.2713
C -1.7792 -0.0888 4.9545
C 2.3728 -3.6408 2.8695
C -2.0430 -0.8726 -3.2742
C -1.2706 5.3127 -1.1898
H -1.8069 -3.9620 -3.0806
H -3.9681 2.4625 -3.5281
H -1.6367 -1.1551 5.1364
H -0.8029 -2.8799 1.9552
H -2.3585 -2.8441 -0.9685
H 4.7216 -0.9946 -1.9698
H -3.5087 1.1444 -5.5662
H 3.3258 3.7943 2.5126
H 0.3200 6.9664 -2.7004
H -6.6475 -0.2278 2.3536
H 2.2614 2.6383 0.8805
H -2.4196 -6.1737 -3.9529
H 2.9583 -3.8466 3.7554
H 2.9024 3.4748 4.1383
H -0.2989 0.3328 6.9078
H 4.3931 -1.1321 3.9775
H 3.2571 7.1535 -4.7784
H -4.7259 1.1709 3.0167
H 3.9979 -4.0455 1.5251
H -0.4854 1.5882 -3.4427
H -1.4925 -1.8041 -3.2277
H -0.1492 2.0196 6.4194
H -2.6820 5.2303 0.4359
H 6.5083 -1.6538 0.2494
H 1.1795 0.8469 6.1357
H -4.3495 -1.9836 -0.7669
H -2.2850 -0.9955 -5.4034
H -1.4530 -8.2104 -2.9486
H 0.7223 -5.8603 -0.1248
H -1.1167 -0.2116 2.6654
H 0.8991 2.8485 -1.8046
H -2.3758 0.0568 4.0574
H 0.1106 -8.0561 -1.0505
H 2.6468 -3.6588 -0.5041
H -3.2192 1.6511 -1.3328
H 1.0235 7.7521 -4.7736
H 0.5800 -3.2398 3.9769
H 1.2065 6.0687 -5.3593
H -2.5776 0.9535 1.8276
H 2.2863 -0.4847 2.7989
H -2.3370 0.3349 5.7874
H -1.6047 6.2793 -1.5439
H 1.2530 2.2274 4.6566
H -1.9945 2.9636 1.1283
H 3.4556 -0.4559 -4.1301
H -6.4384 -1.8017 0.4635
H 6.4242 -1.6910 2.7140
*
```

Its gap between HOMO and LUMO (spin up / spin down) is 6.21 / 4.31 eV. The expectation value of S² is 8.8043. As for the LUMO energy (spin up / spin down): -10.25 / -13.33 eV. The relative energy (zero: lowest compared OMol25 entry of this formula, charge and spin) is 0.000 eV.

Density functional theory data (ωB97M-V/def2-TZVPD) for 2 unconnected molecules or ions with the total composition C2N2OS in a non-equilibrium geometry.

Structure (ORCA input):
```
! wB97M-V def2-TZVPD RIJCOSX def2/J DEFGRID3
* xyz 0 1
S -2.8792 -1.0794 0.8922
O 2.3696 1.5240 0.0571
N 0.8102 -0.1218 -0.6890
N -1.5976 -0.2674 0.8317
C -0.1718 -0.9104 -0.8066
C 1.4687 0.8551 -0.2854
*
```

Its gap between HOMO and LUMO (spin up / spin down) is 5.59 / 5.63 eV. As for the LUMO energy (spin up / spin down): -1.49 / -1.47 eV. The relative energy (zero: lowest compared OMol25 entry of this formula, charge and spin) is 4.231 eV.

Density functional theory data (ωB97M-V/def2-TZVPD) for a molecular structure, C5H8FI2O2P2.

Structure (ORCA input):
```
! wB97M-V def2-TZVPD RIJCOSX def2/J DEFGRID3
* xyz 1 1
I 1.1803 2.5189 0.6421
I 1.9261 -2.0320 -1.2004
P -0.5874 0.0037 -0.6623
P -1.3135 -1.9794 0.1405
F -3.9428 0.7013 0.6321
O -2.1720 0.5552 1.9438
O -1.2673 -3.0059 -0.9094
C 2.1293 -0.1786 -0.2724
C 3.5177 0.2141 0.1032
C -2.6479 0.8204 0.8918
C -1.8619 1.2451 -0.3137
C 1.0237 0.5696 -0.1327
H 4.1953 -0.6302 0.0661
H 3.8693 0.9798 -0.5909
H -0.5199 -2.1554 1.2836
H -2.6112 -1.6674 0.5666
H -1.3847 2.1901 -0.0613
H -0.5820 -0.1861 -2.0437
H 3.5368 0.6376 1.1059
H -2.4880 1.3992 -1.1893
*
```

Its gap between HOMO and LUMO is 8.80 eV. As for the LUMO energy: -4.26 eV. The relative energy (zero: lowest compared OMol25 entry of this formula, charge and spin) is 0.000 eV.

Density functional theory data (ωB97M-V/def2-TZVPD) for a molecular structure, C5H11MgO4Sm in a non-equilibrium geometry.

Structure (ORCA input):
```
! wB97M-V def2-TZVPD RIJCOSX def2/J DEFGRID3
* xyz 0 8
Sm 2.9210 0.6948 0.4278
Mg -0.4506 0.5521 -0.4028
O -2.2946 0.9849 0.4436
O 1.1433 1.5882 -0.8188
O -1.7602 -2.0274 -0.1718
O 0.8012 -0.6269 0.5805
C 0.4944 -1.9664 0.8302
C -1.9970 -0.8717 -1.0185
C -0.4632 -2.5739 -0.1903
C -3.0209 0.0005 -0.3507
C -3.0786 1.9487 1.1079
H 1.3320 2.2013 -1.5516
H 0.0400 -2.0724 1.8344
H -3.6846 2.5205 0.3870
H -3.7485 1.4599 1.8319
H -3.7015 -0.5307 0.3389
H -0.5611 -3.6498 0.0305
H -2.3994 2.6284 1.6341
H -2.3939 -1.2217 -1.9853
H 1.4099 -2.5886 0.8322
H -3.6188 0.5493 -1.0967
H -0.0288 -2.4802 -1.2024
*
```

Its gap between HOMO and LUMO (spin up / spin down) is 5.02 / 7.19 eV. The expectation value of S² is 15.7564. As for the LUMO energy (spin up / spin down): 0.20 / -0.05 eV. The relative energy (zero: lowest compared OMol25 entry of this formula, charge and spin) is 0.000 eV.

Density functional theory data (ωB97M-V/def2-TZVPD) for 2 unconnected molecules or ions with the total composition C3H8O2S in a non-equilibrium geometry.

Structure (ORCA input):
```
! wB97M-V def2-TZVPD RIJCOSX def2/J DEFGRID3
* xyz -2 1
S 2.8156 -0.2985 -2.6804
O -1.1794 0.5439 0.9656
O -3.7545 1.5958 2.3190
C 0.5318 -0.0629 -0.8604
C 1.9353 -0.8318 -1.1158
C -0.0638 -0.3003 0.4677
H 2.4416 -0.7515 -0.1718
H 0.7728 1.0341 -0.8926
H -0.3166 -0.1190 -1.6406
H -0.3310 -1.3527 0.7700
H -2.1031 0.7779 0.9462
H 0.6293 -0.0638 1.2584
H -2.9267 1.6837 1.9060
H 1.5487 -1.8548 -1.2713
*
```

Its gap between HOMO and LUMO is 6.02 eV. As for the LUMO energy: 5.73 eV. The relative energy (zero: lowest compared OMol25 entry of this formula, charge and spin) is 2.108 eV.

Density functional theory data (ωB97M-V/def2-TZVPD) for a gas-phase ion, C6H13N (charge +1) in a non-equilibrium geometry.

Structure (ORCA input):
```
! wB97M-V def2-TZVPD RIJCOSX def2/J DEFGRID3
* xyz 1 2
N -1.5874 -1.2691 -2.2544
C -0.3959 0.4254 -1.0038
C 0.3861 0.5228 2.8760
C 1.7510 0.9522 0.1174
C 0.4036 0.5388 0.2731
C -0.4814 -1.1111 -1.3632
C -0.0929 0.1203 1.4831
H -2.4850 -1.5915 -1.9366
H -0.7640 -1.6044 -0.4126
H -0.4723 1.2421 3.2364
H 0.6320 -0.2552 3.5952
H 1.3443 1.0924 2.8881
H 2.4207 -0.0275 -0.1443
H -0.9697 -0.3970 1.3364
H 0.4321 -1.6991 -1.6637
H -1.3608 0.7854 -0.7710
H 1.8388 1.8724 -0.5667
H 2.3712 1.3521 0.9650
H 0.1111 0.9693 -1.7835
H -1.4099 -1.5452 -3.2568
*
```

Its gap between HOMO and LUMO (spin up / spin down) is 9.34 / 5.03 eV. The expectation value of S² is 0.7559. As for the LUMO energy (spin up / spin down): -3.91 / -7.76 eV. The relative energy (zero: lowest compared OMol25 entry of this formula, charge and spin) is 2.545 eV.